{"formula": "C19H13F3N4NiO5S", "method": "wB97M-V/def2-TZVPD", "species": ["Ni", "O", "C", "N", "C", "O", "C", "C", "C", "C", "C", "N", "C", "C", "C", "C", "C", "N", "H", "H", "H", "H", "H", "H", "H", "H", "F", "C", "F", "F", "S", "O", "O", "O", "N", "C", "C", "C", "C", "C", "C", "H", "H", "H", "H", "H"], "positions_angstrom": [[-0.602, 0.299, -0.019], [-0.897, 4.165, 1.665], [-0.882, 2.975, 1.376], [-0.207, 2.317, 0.399], [0.616, 2.969, -0.459], [0.848, 4.162, -0.586], [1.380, 1.994, -1.363], [2.420, 2.453, -2.157], [3.095, 1.535, -2.946], [2.719, 0.202, -2.913], [1.674, -0.173, -2.081], [1.028, 0.714, -1.334], [-1.715, 2.024, 2.237], [-2.765, 2.501, 3.010], [-3.488, 1.583, 3.754], [-3.138, 0.240, 3.710], [-2.070, -0.139, 2.909], [-1.380, 0.742, 2.200], [2.663, 3.506, -2.132], [3.914, 1.858, -3.580], [3.223, -0.547, -3.510], [1.344, -1.200, -1.982], [-2.990, 3.558, 2.998], [-4.327, 1.910, 4.358], [-3.687, -0.503, 4.273], [-1.746, -1.169, 2.793], [-3.578, -2.164, -1.741], [-2.800, -1.284, -2.390], [-3.202, -1.281, -3.680], [-1.551, -1.741, -2.374], [-2.976, 0.416, -1.673], [-1.779, 1.098, -2.124], [-4.223, 0.852, -2.258], [-3.009, 0.216, -0.231], [0.000, -1.370, 0.521], [1.103, -2.059, 0.501], [2.406, -1.510, 0.843], [3.561, -2.261, 0.824], [3.572, -3.617, 0.470], [2.335, -4.188, 0.137], [1.162, -3.469, 0.150], [2.438, -0.463, 1.127], [4.498, -1.775, 1.092], [4.490, -4.192, 0.448], [2.296, -5.240, -0.143], [0.223, -3.944, -0.118]], "total_charge": -2, "de_lowest_kcal_mol": 14.8, "largest_force_ev_per_a": 1.60, "homo_energy_ev": [-0.061, 0.058], "spin_multiplicity": 3, "gap_ev": [5.042, 4.923]}